{
  "formula": "C22H38Ca2F8N4O34S8",
  "method": "ωB97M-V/def2-TZVPD",
  "gap_ev": 6.89,
  "e_lumo_ev": -2.57,
  "symbols": ["Ca", "Ca", "N", "S", "O", "O", "F", "S", "O", "O", "F", "N", "S", "O", "O", "F", "S", "O", "O", "F", "N", "S", "O", "O", "F", "S", "O", "O", "F", "N", "S", "O", "O", "F", "S", "O", "O", "F", "C", "C", "O", "C", "O", "O", "H", "H", "H", "H", "C", "C", "C", "O", "C", "O", "O", "H", "H", "H", "H", "H", "H", "C", "C", "C", "O", "C", "O", "O", "H", "H", "H", "H", "H", "H", "C", "O", "C", "O", "O", "C", "H", "H", "H", "H", "H", "H", "C", "C", "O", "C", "O", "O", "C", "H", "H", "H", "H", "H", "H", "H", "H", "C", "C", "O", "C", "O", "O", "C", "H", "H", "H", "H", "H", "H", "H", "H"],
  "positions_angstrom": [[-1.587, 0.630, -1.689], [0.950, -4.466, -0.750], [-1.800, -1.323, -2.620], [-3.165, -2.350, -2.550], [-3.152, -3.376, -1.556], [-3.908, -2.507, -3.765], [-4.032, -1.420, -1.631], [-0.989, -2.457, -3.306], [-1.385, -2.704, -4.687], [-0.540, -3.613, -2.565], [0.299, -1.527, -3.525], [-1.165, 2.497, -0.521], [-0.915, 4.097, -0.921], [0.435, 4.470, -1.383], [-1.645, 5.117, -0.272], [-1.638, 3.930, -2.394], [-0.581, 2.781, 0.898], [-1.436, 3.236, 1.976], [0.832, 3.158, 1.073], [-0.552, 1.205, 1.293], [0.770, -2.330, -0.390], [-0.499, -1.790, 0.695], [-1.460, -0.881, 0.153], [-0.081, -1.694, 2.057], [-1.310, -3.121, 0.625], [1.381, -0.880, -0.283], [2.283, -0.521, 0.844], [0.647, 0.200, -0.988], [2.464, -1.097, -1.459], [-4.520, 2.892, 1.080], [-4.994, 3.685, -0.344], [-6.440, 4.056, -0.347], [-4.299, 3.451, -1.596], [-4.355, 5.060, 0.103], [-4.607, 1.519, 0.415], [-3.566, 1.092, -0.531], [-5.938, 0.963, 0.127], [-4.159, 0.824, 1.903], [2.440, 0.858, 3.765], [2.706, 2.240, 4.286], [3.575, 1.952, 5.400], [3.422, 0.695, 5.809], [3.880, 0.305, 6.929], [2.701, -0.022, 4.895], [3.159, 0.634, 2.976], [1.437, 0.623, 3.409], [1.748, 2.670, 4.578], [3.303, 2.883, 3.640], [3.891, 4.988, -0.705], [4.375, 3.602, -0.289], [3.705, 2.518, -1.090], [4.660, 1.610, -1.356], [5.839, 2.297, -1.459], [6.817, 1.838, -2.039], [5.676, 3.411, -0.821], [4.576, 5.761, -0.357], [2.883, 5.177, -0.337], [3.855, 5.011, -1.794], [4.396, 3.347, 0.771], [3.237, 2.892, -2.000], [2.820, 2.186, -0.547], [-0.852, 5.053, -6.119], [-0.087, 3.788, -5.974], [1.242, 3.962, -5.273], [1.348, 2.774, -4.521], [0.143, 2.360, -4.212], [-0.110, 1.507, -3.394], [-0.723, 2.971, -5.021], [-0.334, 5.758, -6.770], [-0.953, 5.584, -5.172], [-1.868, 4.827, -6.441], [0.105, 3.197, -6.869], [1.316, 4.839, -4.631], [2.053, 4.030, -5.998], [-1.120, -5.546, 4.090], [-0.258, -5.430, 2.907], [0.761, -4.544, 2.751], [1.355, -4.308, 1.689], [1.005, -3.879, 3.921], [1.920, -2.750, 4.002], [-0.599, -5.492, 5.046], [-1.837, -6.361, 4.184], [-1.906, -4.799, 3.973], [2.469, -2.481, 3.100], [2.644, -2.946, 4.793], [1.295, -1.891, 4.247], [3.300, -2.807, -4.912], [4.037, -3.830, -4.073], [4.677, -3.225, -2.890], [4.132, -3.356, -1.666], [3.077, -3.924, -1.326], [5.022, -2.714, -0.823], [4.929, -2.855, 0.535], [3.003, -3.242, -5.867], [3.999, -2.057, -5.283], [2.419, -2.395, -4.421], [4.810, -4.184, -4.756], [3.554, -4.807, -4.062], [4.747, -3.915, 0.711], [4.166, -2.180, 0.922], [5.875, -2.560, 0.990], [-4.343, -2.193, 1.502], [-4.922, -2.814, 2.775], [-5.581, -1.759, 3.491], [-6.538, -1.872, 4.295], [-7.203, -2.893, 4.484], [-6.553, -0.717, 4.998], [-7.647, -0.471, 5.875], [-5.159, -1.670, 1.004], [-3.860, -2.917, 0.845], [-3.667, -1.370, 1.731], [-4.147, -3.089, 3.490], [-5.609, -3.653, 2.664], [-8.675, -0.380, 5.522], [-7.621, 0.494, 6.380], [-7.679, -1.151, 6.726]],
  "forces_ev_per_a": [[-0.4, 1.7, 0.3], [0.1, -0.6, 0.0], [-2.5, -4.6, -0.3], [-6.3, 1.3, 2.7], [2.1, -1.6, -1.1], [1.4, 0.3, 0.9], [-0.1, 2.0, -0.9], [4.4, 1.1, -6.3], [0.5, -0.4, 2.6], [0.5, -0.1, 0.8], [0.1, -0.8, 0.7], [1.2, 4.7, 0.3], [1.2, 2.7, -7.5], [-2.0, -1.4, 1.2], [-0.2, -0.7, 0.8], [0.3, -0.1, 1.2], [2.0, -3.5, 8.8], [0.5, 0.3, -2.3], [-2.1, -0.4, -1.4], [0.4, 0.0, -0.2], [-2.9, 3.7, 3.1], [-3.0, -2.2, 1.6], [0.9, -0.5, 0.2], [0.0, 0.2, -1.2], [0.3, -1.1, -0.1], [7.5, 5.0, -3.5], [-3.2, -1.2, -2.2], [0.6, -2.1, 2.2], [-0.1, -0.6, 0.6], [-0.6, 1.8, -3.7], [-3.1, 6.0, 0.3], [3.6, -1.9, -0.2], [-0.9, -0.8, 1.4], [0.1, -0.1, 0.1], [-0.9, -6.2, 3.0], [-0.5, 0.0, 1.0], [2.6, 1.0, 0.2], [-0.3, 0.0, -2.2], [0.4, -1.0, -0.8], [0.0, -0.2, 0.2], [-0.3, 0.4, 0.2], [1.4, -1.2, 4.3], [-2.1, 0.9, -5.1], [0.6, 0.7, 0.7], [-0.1, -0.3, 0.0], [0.1, 0.4, 0.0], [0.4, 0.5, 0.4], [-0.5, -0.1, -0.2], [0.1, -0.3, 0.5], [-0.6, 0.2, -1.3], [-4.0, 1.6, 0.9], [1.7, -2.3, -0.8], [1.3, -3.0, -1.4], [-2.0, 1.5, 1.5], [2.7, 2.3, 0.5], [-0.1, 0.0, 0.1], [0.0, 0.0, 0.1], [0.1, 0.1, 0.0], [0.0, 0.4, 0.1], [0.4, 0.4, -0.4], [0.3, -0.9, 0.3], [-0.6, 0.5, -0.2], [1.2, 0.5, 0.7], [0.9, 0.9, -1.1], [1.5, -0.4, 1.0], [-0.5, 0.1, -0.9], [-0.4, 0.2, -0.1], [-2.0, -1.5, 1.2], [-0.2, -0.2, -0.4], [0.1, -0.3, 0.3], [0.1, 0.3, -0.4], [-0.5, 0.1, -0.3], [-0.3, -0.1, 0.3], [0.1, -0.3, 0.2], [-0.8, 1.4, 0.5], [1.0, -0.2, -1.0], [-0.6, 1.4, 2.8], [-1.2, -1.3, 0.5], [-0.1, -1.3, -2.2], [0.0, 0.6, 0.1], [0.2, 0.4, -0.4], [1.1, -1.3, -1.2], [0.6, 0.9, 0.3], [-0.3, -0.6, -0.3], [-0.3, -0.1, 0.0], [0.2, -0.2, 0.2], [-0.1, 0.1, -0.1], [0.6, 0.0, -1.8], [-1.8, -1.5, 0.8], [2.0, 1.4, 0.4], [1.3, 0.4, -0.6], [-1.4, -0.9, -4.3], [-0.6, -0.4, 1.8], [-0.3, -0.5, 0.2], [-0.1, 0.4, 0.7], [0.2, 0.2, -0.1], [1.1, 0.6, 0.6], [-0.8, 0.2, 1.7], [-0.2, 0.1, 0.8], [-0.2, -0.3, 0.2], [0.0, -0.1, -0.3], [-0.6, 0.2, 0.5], [0.1, 0.2, 0.6], [2.6, 1.3, -2.7], [-2.2, -2.3, 2.5], [0.4, 1.8, -0.1], [-1.5, 0.4, 0.2], [-0.9, 0.2, 1.7], [-0.1, -0.3, -0.4], [-0.2, 0.0, 0.1], [0.2, -0.3, 0.3], [0.3, -0.5, -0.2], [0.0, 0.1, -0.3], [0.2, -0.8, -1.2], [1.3, 0.3, -0.5], [0.2, -0.5, -0.3]]
}

---

{
  "formula": "C5H10OS",
  "method": "ωB97M-V/def2-TZVPD",
  "gap_ev": 9.47,
  "e_lumo_ev": 0.81,
  "symbols": ["O", "C", "C", "C", "C", "S", "C", "H", "H", "H", "H", "H", "H", "H", "H", "H", "H"],
  "positions_angstrom": [[-2.782, -1.967, -0.343], [-2.296, -1.314, 0.543], [-0.966, -0.632, 0.475], [-0.501, -0.130, -0.884], [1.055, 0.069, -1.041], [1.918, 0.565, 0.393], [1.335, 2.314, 0.505], [-2.821, -1.251, 1.518], [-0.827, 0.120, 1.251], [-0.262, -1.421, 0.808], [-0.996, 0.832, -1.004], [-0.711, -0.817, -1.702], [1.214, 0.780, -1.854], [1.459, -0.897, -1.346], [0.333, 2.175, 0.906], [1.173, 2.634, -0.530], [1.933, 3.071, 0.992]],
  "forces_ev_per_a": [[0.1, 0.1, -0.1], [-0.3, 0.0, 0.1], [1.2, -0.8, 0.0], [0.8, 0.4, 0.0], [-1.7, -0.3, -0.4], [1.5, 1.0, 1.1], [-1.2, -1.2, -1.3], [0.1, 0.0, 0.0], [-0.4, 0.1, 0.0], [-0.2, 0.0, 0.0], [-0.1, 0.0, -0.6], [-0.8, 0.1, 0.1], [0.1, -0.1, 0.0], [0.3, 0.1, 0.1], [0.0, 0.8, 0.4], [0.2, 0.1, 0.1], [0.3, -0.4, 0.5]]
}